Density functional theory data (ωB97M-V/def2-TZVPD) for a structure of composition C28H30AsORh.

Structure (XYZ):
```
61
Properties=species:S:1:pos:R:3:forces:R:3:mulliken_charge:R:1
H -1.0257 2.1389 -1.6235 -0.08 0.03 -0.11 0.40
H -1.6678 -5.2192 -2.3725 0.01 -0.05 -0.02 0.42
C -1.6548 -3.2379 -1.5662 0.04 0.00 -0.25 -0.34
C 3.0355 2.6654 -1.1331 -0.13 -0.10 -0.13 -1.52
H 2.3868 2.3680 -1.9643 0.01 0.07 0.00 0.30
H -3.0471 2.2511 4.2766 -0.05 0.01 0.09 0.46
H -3.0376 -6.1385 -0.5346 -0.07 -0.04 -0.05 0.42
H 3.0425 0.2684 3.9366 0.05 0.04 0.03 0.40
C 4.0274 0.4831 -0.1181 0.11 0.14 0.43 0.14
H 0.7808 2.2042 2.4112 -0.07 0.01 0.06 0.40
As -1.5792 -0.5601 -0.5580 -1.90 -0.15 -0.27 1.41
H -3.8292 3.1002 2.1005 -0.06 0.06 0.02 0.47
H -3.8331 -4.6722 1.2834 -0.03 -0.09 0.03 0.43
C -1.6327 -0.0711 2.2712 0.11 -0.18 -0.03 -0.24
C -3.2270 -4.2726 0.4844 0.01 0.11 0.17 -0.68
H -1.0316 -2.8252 -2.3557 -0.10 -0.09 0.05 0.44
C -2.8875 -2.9278 0.5007 -0.23 0.09 -0.03 -0.21
C 2.7657 0.3765 1.8426 0.43 -0.07 -0.10 1.09
C 5.1323 0.3109 -1.1043 0.05 0.00 -0.14 -1.75
C -2.0984 0.3617 -2.1957 0.28 -0.46 0.97 0.17
Rh 2.0921 -0.4609 -0.4807 -1.57 -0.53 -0.27 1.04
H -3.8330 -0.0824 -5.0436 -0.04 0.00 -0.07 0.43
H -3.2432 1.9104 0.0190 0.03 0.02 0.07 0.46
H -3.0407 2.2253 -5.4020 -0.07 0.07 -0.02 0.42
H 4.9602 -1.2056 2.6191 0.07 0.05 0.03 0.37
C -2.7848 1.7064 -4.4902 -0.02 -0.04 -0.16 -0.52
C -2.7866 -5.0879 -0.5449 -0.02 -0.16 0.08 -0.49
C -2.7780 1.7308 3.3703 0.03 0.08 -0.04 -0.53
H -1.6686 0.2101 4.3932 0.02 -0.04 0.07 0.45
C 2.3226 1.5126 1.0993 0.21 0.11 -0.43 1.04
H -1.6682 3.3525 -3.6895 0.01 0.06 -0.03 0.44
O 0.0891 -0.6700 -0.5665 2.65 0.12 0.15 -0.67
C -2.0079 -4.5781 -1.5725 0.16 0.14 -0.04 -0.75
C -2.8759 1.5551 0.9759 -0.09 -0.07 -0.24 -0.30
C -3.2162 2.2134 2.1475 -0.01 0.06 -0.04 -0.73
H -1.0235 -0.9715 2.3051 -0.07 0.08 0.08 0.60
H -3.2334 -1.2912 -2.9763 0.02 0.08 -0.05 0.44
H -3.2372 -2.2762 1.2944 -0.01 -0.09 -0.03 0.41
C -2.8795 -0.2790 -3.1432 -0.21 -0.15 0.07 -0.48
C 2.3107 -0.0465 3.1887 -0.07 -0.03 -0.10 -1.68
C -3.2238 0.4068 -4.2990 0.02 -0.13 0.05 -0.67
H 5.8733 1.0997 -0.9537 0.04 -0.01 0.01 0.38
H 4.0752 -2.3347 1.6245 -0.01 0.02 0.01 0.35
C -2.1192 -2.4288 -0.5383 0.18 1.06 0.12 0.16
H 4.7790 0.4034 -2.1329 0.02 0.00 0.00 0.34
H 5.6349 -0.6463 -0.9987 0.00 -0.03 -0.01 0.42
C 4.6412 -1.3996 1.5952 -0.09 -0.26 -0.01 -1.62
C 3.1083 1.5956 -0.1024 -0.03 0.11 0.45 0.82
H 0.4405 2.4189 0.6912 0.00 0.02 0.06 0.05
C 3.8208 -0.2659 1.0985 -0.11 0.40 0.05 0.60
H 2.2359 -1.1304 3.2601 -0.02 -0.06 0.02 0.45
C -2.0830 0.4181 1.0494 0.20 -0.45 -0.72 0.08
H 2.6301 3.5834 -0.7166 0.00 0.07 0.01 0.36
C -1.9926 0.5887 3.4349 0.12 -0.07 0.02 -0.90
H 5.5193 -1.5647 0.9784 0.05 0.01 0.02 0.41
H 1.3550 0.3981 3.4503 -0.06 -0.01 0.03 0.26
C 1.2258 2.4486 1.4527 -0.05 -0.09 -0.07 -1.71
C -1.6442 1.6612 -2.3800 0.03 0.13 0.06 0.00
H 1.5935 3.4731 1.4922 0.06 0.08 0.02 0.50
H 4.0173 2.8644 -1.5573 0.05 0.05 0.02 0.41
C -2.0036 2.3375 -3.5352 0.20 0.06 0.17 -0.85
```
Positions in Å, forces in eV/Å.

**Total charge**: +2
**Multiplicity**: 5
**HOMO-LUMO gap (spin up / spin down)**: 8.7 / 6.2 eV
**HOMO level (spin up / spin down)**: -14.564 / -14.665 eV
**Expectation value of S²**: 6.013



Density functional theory data (ωB97M-V/def2-TZVPD) for a structure of composition C28H30BiF12N3O2S3.

Structure (XYZ):
```
79
Properties=species:S:1:pos:R:3:forces:R:3:mulliken_charge:R:1
H 2.8667 0.4218 -1.4849 0.06 -0.14 0.00 -0.36
C -2.5857 -2.8413 0.7439 0.00 0.05 -0.22 0.39
H 3.6238 1.6228 -5.2407 -0.01 -0.01 0.01 0.43
S -0.9442 -0.1072 -2.5321 -0.17 0.10 -0.14 -0.51
F -3.0749 -4.7411 3.8064 -0.02 0.00 0.06 -0.34
S 1.4429 -2.7586 1.9155 0.00 -0.56 0.23 0.73
H 3.9304 -0.8592 -2.0945 -0.04 -0.02 0.00 0.47
H 2.6455 2.4443 0.6495 -0.03 0.00 0.00 0.05
H 0.5963 -2.4978 4.1060 0.02 -0.01 -0.01 0.33
H 2.2631 3.9356 -0.2421 -0.04 0.00 0.02 0.35
C 2.7838 1.2260 -4.6878 0.03 0.11 0.02 -0.96
C 3.2388 -0.5870 -1.2959 0.01 0.03 0.11 0.19
H -0.3050 4.3846 -0.6453 0.05 -0.01 -0.01 0.47
N 0.5931 2.7864 0.4295 0.04 -0.05 -0.12 1.04
C 1.0689 -3.3288 3.5833 0.03 0.07 -0.05 -1.20
Bi -0.5991 -0.0136 0.0243 0.27 0.07 0.27 1.69
C -2.0230 -3.8413 -0.0399 -0.06 0.07 0.07 0.29
F -4.4491 2.9680 0.8596 0.10 0.03 -0.04 -0.34
F -1.2299 -6.0473 -0.3117 0.02 -0.02 0.00 -0.38
F -3.4962 -2.2675 2.8466 0.02 0.04 0.05 -0.36
H 4.2927 -1.6547 0.2602 0.03 0.01 0.02 0.28
H 4.7978 0.0331 0.0652 0.03 0.01 0.03 0.36
C 0.4566 3.4703 1.7049 -0.09 -0.08 0.02 -1.05
N -1.9101 1.6742 0.5321 -0.10 -0.03 -0.19 0.04
C -2.9489 -3.1767 2.0406 0.03 0.02 -0.04 0.03
C 1.2077 -0.5125 -4.2137 0.01 0.02 0.12 0.00
C 0.5898 0.3450 -3.2804 0.05 -0.08 -0.05 0.31
C -1.8081 -5.1122 0.4497 0.07 -0.06 -0.07 0.20
H 2.0132 -4.2619 0.1821 0.00 -0.01 0.02 0.31
C -2.2013 0.9481 2.8180 0.03 0.00 0.03 0.01
H 1.0669 -5.0907 1.4528 -0.02 0.05 -0.02 0.29
H 0.6129 4.5562 1.6005 0.02 -0.02 0.00 0.30
H -0.0588 2.8651 -1.5182 -0.01 0.03 -0.01 -0.06
C -1.8281 2.8946 -0.2655 0.29 -0.06 0.21 -0.95
N 1.1129 1.5396 -3.0112 -0.10 0.02 -0.13 -0.21
H 2.2749 1.3103 3.0901 0.02 -0.06 0.04 0.01
F -1.6293 -3.5747 -1.2816 0.05 0.00 -0.04 -0.44
H 2.8005 -4.7071 1.7229 -0.05 0.01 -0.04 0.46
C 2.2902 -0.0434 -4.9368 0.02 -0.05 0.00 -0.32
H 3.8545 -1.2793 2.6073 -0.03 -0.03 0.02 0.35
H 1.1872 3.0814 2.4163 -0.03 0.04 -0.04 0.19
H -2.3218 3.7025 0.2674 -0.04 0.06 0.06 0.44
H 2.8340 0.1713 4.3319 -0.04 0.02 -0.02 0.41
C -2.8887 0.9043 4.0078 0.02 -0.05 0.06 -0.12
C 3.5406 -0.2603 2.3435 -0.04 0.13 0.00 -0.74
C 2.4889 0.2612 3.3006 0.08 0.00 -0.10 -0.36
H 0.3902 -4.1816 3.5416 -0.01 0.05 -0.02 0.35
H 2.7518 -0.6766 -5.6818 0.01 0.00 0.03 0.48
H 4.4369 0.3718 2.3833 0.03 0.01 -0.03 0.47
F -0.3968 -2.0302 -5.0926 -0.01 0.02 0.04 -0.26
H 2.0442 2.3460 -1.0120 -0.06 0.13 0.17 -0.28
F -1.9260 -6.6306 2.2417 0.00 -0.13 0.04 -0.35
C 0.7619 -1.9389 -4.4261 0.01 -0.07 0.01 0.51
F 1.6818 -2.6156 -5.1515 -0.09 0.00 -0.01 -0.33
H -2.3351 2.7720 -1.2262 -0.06 0.06 0.02 0.23
H 1.5540 -0.2887 3.1848 0.00 0.00 0.05 -0.16
H -0.5388 3.3048 2.1186 0.01 0.02 -0.02 0.20
F -5.6702 3.0040 3.2022 -0.03 -0.01 -0.03 -0.33
C -2.1589 -5.4138 1.7517 0.02 0.05 0.02 0.72
C 2.1793 1.9618 -3.6861 -0.07 -0.07 -0.04 -0.18
C -2.7381 -4.4452 2.5486 0.00 0.02 0.03 0.17
C 1.9562 2.8902 -0.0698 0.12 0.04 0.00 -0.60
F -1.0189 0.2799 2.7415 0.03 -0.03 -0.02 0.11
C -3.8594 2.3325 1.8881 0.02 -0.01 -0.13 0.44
C -4.5230 2.3190 3.0981 0.00 -0.02 0.07 0.18
H -4.5979 1.5873 5.1223 0.01 -0.01 -0.03 0.51
H 2.5506 2.9440 -3.4090 0.03 -0.02 -0.01 0.43
C -0.3569 3.2865 -0.5592 -0.16 -0.08 -0.07 -0.40
O 0.1196 -2.3976 1.3110 0.09 0.05 -0.06 -0.95
C -2.6371 1.6626 1.6962 -0.11 0.07 -0.04 0.22
F -2.3754 0.1835 5.0171 0.02 0.01 0.01 -0.34
C 1.8694 -4.3794 1.2558 0.02 0.10 -0.04 -1.16
F 0.6261 -2.6151 -3.2730 0.06 0.05 -0.08 -0.12
C -4.0618 1.6039 4.1849 -0.05 0.02 0.02 -0.68
H 2.3921 -1.2775 -1.3138 0.01 -0.01 -0.05 -0.04
H 2.0047 -3.5971 4.0775 -0.06 0.00 -0.01 0.45
O 3.0004 -0.2488 1.0383 -0.01 0.22 0.01 0.22
S -2.8579 -1.2231 0.1080 -0.20 -0.01 0.11 -0.37
C 3.9300 -0.6382 0.0485 -0.05 -0.07 -0.08 -0.87
```
Positions in Å, forces in eV/Å.

**Total charge**: 0
**HOMO-LUMO gap**: 7.9 eV
**HOMO level**: -7.824 eV



Density functional theory data (ωB97M-V/def2-TZVPD) for a structure of composition C28H30BrGeI2MnSb.

Structure (XYZ):
```
64
Properties=species:S:1:pos:R:3:forces:R:3:mulliken_charge:R:1
H 1.4214 -4.8097 -2.1769 -0.02 -0.02 0.02 0.40
C -2.3828 3.3001 1.5150 -0.07 -0.02 0.06 -0.76
C 1.3986 3.4580 -2.1193 -0.21 -0.10 0.15 -0.39
C -0.5741 2.1617 0.4208 0.52 -0.82 -0.48 0.74
C -1.5781 0.2870 -2.0143 0.85 -0.21 0.67 0.59
Mn 0.6048 -0.6271 0.5899 -0.68 -1.04 0.93 0.10
C 2.5133 3.6648 -4.2342 0.02 -0.11 0.02 -0.58
H 1.1774 -3.5340 6.7303 -0.01 -0.05 0.03 0.41
H 0.6028 4.5590 2.4892 0.06 0.12 0.05 0.56
H 2.4556 0.5387 6.4274 0.01 0.02 -0.06 0.44
H 2.3346 -3.2891 -2.2220 -0.04 0.02 0.02 0.38
C 1.1592 -2.5814 6.2231 -0.01 0.03 -0.01 -0.63
H -0.4326 -4.7728 1.3343 -0.02 -0.01 0.08 0.37
H 2.4972 -1.6219 7.5980 -0.01 -0.01 0.04 0.41
C 1.8808 -0.2949 6.0482 0.02 0.13 -0.06 -0.60
C 1.8953 -1.5116 6.7076 0.00 -0.09 -0.02 -0.57
C 2.2655 2.3240 -4.5005 0.07 0.03 -0.09 -0.63
H -2.1052 -3.0674 -2.3540 0.05 0.09 -0.02 0.39
I 3.0037 -1.2007 1.3420 0.70 0.04 -0.06 -0.06
H 1.3625 0.5099 -3.7938 0.05 -0.02 -0.13 0.48
H -2.6142 -3.5240 -0.7165 -0.05 0.01 0.06 0.40
C 0.4186 -4.6679 0.6670 -0.10 0.30 -0.16 -1.20
C 0.3413 2.9509 1.1111 0.12 0.00 0.00 -0.68
H 2.2777 5.2690 -2.8365 0.01 0.09 0.03 0.45
C -0.1096 3.9387 1.9684 0.11 -0.04 0.01 -1.01
Ge 0.0438 1.0611 -1.1351 -0.60 2.38 -1.68 1.45
C -3.7202 -0.7848 -1.7993 -0.03 -0.07 0.08 -0.91
H 1.3276 -4.5092 1.2454 -0.04 0.05 -0.03 0.36
I -0.9285 -0.9561 2.7306 -0.26 -0.31 1.19 0.15
C 1.1226 -0.1433 4.8963 -0.04 0.22 -0.28 0.51
C 0.3825 -2.4341 5.0831 -0.14 -0.08 -0.16 -0.48
H -2.6546 1.7010 0.1177 -0.05 0.06 0.02 0.38
H 0.8831 -3.4942 -3.2339 0.02 0.06 -0.06 0.41
C -2.4861 -0.4580 -1.2653 0.05 0.11 0.23 -0.31
Br 1.1527 1.4914 3.9436 0.08 -0.10 0.26 -0.06
H 1.4059 2.8086 0.9778 0.08 0.05 -0.05 0.75
C -1.8479 -3.6491 -1.4750 0.38 0.09 0.13 -1.29
C 2.0818 4.2282 -3.0432 0.08 0.07 -0.07 -0.67
H -1.7694 -4.6965 -1.7461 0.04 -0.15 0.02 0.49
C -3.1441 0.3586 -3.8339 0.00 -0.09 -0.04 -0.67
H -3.3998 0.6843 -4.8298 -0.03 0.03 -0.10 0.44
C 1.1225 2.1203 -2.3953 -0.27 -0.49 0.64 0.41
C 0.3686 -1.2129 4.4353 -0.09 0.17 -0.38 0.24
H -1.8128 4.8833 2.8413 -0.07 0.07 0.06 0.44
H 0.5240 -5.5728 0.0722 -0.02 -0.01 0.00 0.39
H 3.0510 4.2619 -4.9562 0.01 0.05 -0.02 0.42
H -5.0087 -0.6388 -3.5027 -0.10 -0.02 -0.04 0.44
H -1.2022 1.2689 -3.8833 0.00 0.03 -0.11 0.46
C 2.2999 0.0991 -0.2988 0.12 0.42 -0.43 -1.03
C -1.9034 0.6811 -3.3082 0.31 0.16 0.06 -0.71
H -0.2028 -3.2596 4.7092 -0.06 -0.08 0.00 0.44
H 2.6151 1.8833 -5.4214 0.01 -0.03 -0.09 0.44
C -1.9405 2.3185 0.6468 -0.07 -0.17 -0.21 -0.27
Sb 0.0584 -3.0398 -0.6935 0.00 -0.95 -0.30 0.54
H -2.2367 -0.7463 -0.2388 -0.18 -0.02 -0.25 0.19
H 2.6966 -0.3200 -1.2228 -0.06 0.03 0.11 0.63
H -4.4310 -1.3534 -1.2190 -0.07 -0.04 0.08 0.48
C 1.3414 -3.7300 -2.2774 -0.19 0.24 0.19 -1.27
H -3.4418 3.4277 1.6790 -0.09 0.04 0.01 0.47
C -1.4696 4.1135 2.1679 -0.01 0.03 0.04 -0.59
C 1.5720 1.5536 -3.5865 -0.14 -0.21 0.13 -0.19
H 1.0469 3.8992 -1.1971 0.02 0.13 -0.01 0.42
C -4.0465 -0.3833 -3.0878 0.08 0.08 0.05 -0.64
H 2.7342 1.0772 -0.0992 -0.05 -0.08 -0.03 0.73
```
Positions in Å, forces in eV/Å.

**Total charge**: +2
**Multiplicity**: 6
**HOMO-LUMO gap (spin up / spin down)**: 7.5 / 6.1 eV
**HOMO level (spin up / spin down)**: -14.083 / -14.460 eV
**Expectation value of S²**: 8.795



Density functional theory data (ωB97M-V/def2-TZVPD) for a structure of composition C28H30GeO3PPtSTe.

Structure (XYZ):
```
66
Properties=species:S:1:pos:R:3:forces:R:3:mulliken_charge:R:1
H -3.0024 -4.3109 0.5757 0.00 0.00 0.01 0.42
C -1.9561 -4.0740 0.7233 0.04 0.00 -0.01 -0.81
Te -1.7917 1.7873 -2.3268 0.06 -0.07 -0.29 -0.17
H -0.4908 2.9038 0.3959 -0.09 0.07 0.01 0.21
C -1.1128 3.7080 0.0225 -0.05 -0.01 -0.07 0.19
H 2.9822 -1.0017 -3.3032 0.01 0.03 -0.01 0.33
H -0.9883 0.5617 -4.7546 0.03 -0.02 -0.08 0.30
C 3.0055 -1.4132 3.9441 -0.02 -0.01 -0.02 -0.88
H 0.5668 0.8862 3.4716 0.01 -0.01 0.00 0.38
H 1.4880 -3.6466 -3.7958 0.00 0.00 -0.02 0.35
H 0.9148 -1.6832 3.5946 0.00 0.02 0.01 0.47
H -3.0877 4.5515 -2.5912 -0.01 0.01 0.00 0.32
C 2.2504 -0.3997 -3.8458 0.09 0.05 0.06 -1.05
C 4.2423 -0.3985 2.1463 0.04 -0.09 0.15 -0.44
C 0.7136 -3.4345 1.0704 0.03 -0.06 -0.05 -0.27
Pt 0.0947 0.3774 -1.0988 -0.04 0.43 1.11 1.68
C 4.2070 -0.9534 3.4124 0.01 0.05 -0.05 -0.50
Ge 0.5143 -1.2758 -3.8135 0.01 0.01 -0.14 0.51
H 1.0678 -5.5463 1.0560 0.00 0.00 0.00 0.39
C -2.5620 4.6386 -1.6474 0.01 0.03 0.06 -0.53
C -1.2030 4.8895 0.7495 -0.03 -0.03 -0.04 -0.65
H 0.1886 -2.1596 -1.4513 0.01 -0.16 -0.16 0.37
H 2.9742 -1.8528 4.9330 -0.01 0.01 0.00 0.41
H -1.3239 -6.1278 0.7644 0.00 0.00 -0.01 0.37
H 2.5912 -0.2719 -4.8754 0.01 -0.02 0.00 0.41
H 1.7642 -3.2021 1.1899 -0.01 0.01 0.01 0.38
H -2.0492 6.8651 0.8606 0.00 0.00 0.01 0.35
C -1.5599 -2.7475 0.7947 -0.06 0.01 0.04 -0.14
C -1.3630 1.7280 3.8381 -0.01 -0.03 -0.03 -0.81
C -2.6689 1.8643 3.3894 0.02 0.00 0.03 -0.55
H 2.1971 0.5733 -3.3586 0.03 0.01 -0.02 0.26
H -0.2362 -0.3578 -6.0689 0.01 -0.02 0.00 0.37
S 2.6322 1.9712 -0.0003 -0.21 -0.01 -0.20 0.15
C -1.7953 3.5666 -1.1870 0.02 0.03 0.12 -0.03
C -0.8526 0.2739 1.9800 -0.02 0.10 -0.05 0.98
O 3.1477 0.2405 0.1505 0.16 0.06 0.20 -0.57
H 1.1330 -3.1317 -5.4553 0.00 -0.03 0.01 0.37
C -1.0163 -5.0912 0.8232 -0.01 0.03 0.01 -0.46
H -1.6108 -1.0403 -5.1820 0.01 0.03 -0.02 0.31
C -0.7048 -0.4372 -5.0860 -0.11 0.02 -0.06 -1.18
H -1.0360 2.2513 4.7280 0.00 0.00 0.00 0.40
H 5.1670 -0.0401 1.7131 -0.01 0.02 -0.01 0.46
O 1.4113 1.9558 0.8355 0.06 -0.09 0.11 -0.32
C 0.7665 -3.1238 -4.4265 0.00 -0.17 -0.02 -1.26
C -2.6586 5.8137 -0.9138 0.02 -0.03 -0.01 -0.50
H 5.1184 -1.0226 3.9943 0.00 -0.02 -0.01 0.38
C -0.4587 0.9431 3.1360 -0.03 -0.03 0.03 -0.58
H -0.1777 -3.6714 -4.3910 0.02 -0.01 -0.02 0.36
H -2.4445 0.0599 0.5455 0.01 0.03 0.00 0.20
H -2.3084 -1.9738 0.6902 0.03 -0.04 0.02 0.26
C 1.8492 -1.3083 3.1910 -0.01 -0.07 0.00 0.38
C 3.0756 -0.2882 1.3847 -0.19 0.05 -0.17 -0.23
H -0.6609 4.9757 1.6843 0.01 0.00 -0.01 0.40
H -3.3686 2.4885 3.9315 0.00 0.00 0.00 0.36
C -0.2642 -1.3539 -2.0285 -0.48 -0.20 0.06 -0.97
C -0.2218 -2.4055 0.9871 -0.06 0.08 0.10 0.24
C -1.9797 5.9459 0.2913 0.02 -0.03 -0.03 -0.50
H -3.2624 6.6319 -1.2901 0.00 0.00 0.00 0.34
H -1.3365 -1.5659 -2.0794 0.00 -0.05 -0.13 0.49
C 0.3205 -4.7652 0.9897 0.01 0.04 0.00 -0.85
H -4.0591 1.3764 1.8269 0.00 0.00 0.00 0.40
C 1.8567 -0.7437 1.9140 0.05 0.07 -0.03 0.15
C -3.0606 1.2324 2.2192 0.03 -0.02 -0.03 -1.03
O 2.2632 1.9479 -1.4139 0.22 0.14 -0.02 -0.46
C -2.1553 0.4566 1.5104 -0.02 0.08 0.02 -0.31
P 0.3247 -0.6461 0.9265 0.39 -0.18 -0.36 -0.07
```
Positions in Å, forces in eV/Å.

**Total charge**: -1
**HOMO-LUMO gap**: 6.3 eV
**HOMO level**: -3.659 eV



Values of relative energy (zero: lowest compared OMol25 entry of this formula, charge and spin), in order: 6.43, 11.53, 57.88, 8.26, all in kcal/mol.